1.
# C17H34Cl8N4O

5 unconnected molecules or ions with the total composition C17H34Cl8N4O in a non-equilibrium geometry (ωB97M-V/def2-TZVPD, OMol25).

Geometry (Å):
H (5.222190, 0.010959, -1.315023)
N (4.857401, -0.804266, -0.741725)
C (3.852545, -0.348337, 0.072030)
N (3.509919, 1.152222, -0.038009)
N (3.039560, -1.145675, 1.061326)
C (3.362221, -2.620573, 1.058455)
C (2.308853, -3.521996, 0.126616)
C (0.964324, -3.958482, 1.016263)
C (-0.444017, -3.753789, 0.190003)
C (-1.079021, -2.246517, 0.304078)
C (-2.416226, -2.017361, -0.618717)
C (-2.730931, -0.439792, -0.165934)
N (-2.576149, -0.545318, 1.362593)
C (-1.662758, -1.698464, 1.734589)
O (-1.441340, -2.061852, 3.002439)
H (3.835339, 1.600193, 0.851943)
H (2.450687, 1.169089, -0.064131)
H (2.036116, -1.036681, 0.772051)
H (4.474308, -2.893410, 0.819435)
H (3.168759, -3.004117, 2.172748)
H (2.880853, -4.516717, -0.184437)
H (1.971023, -2.933770, -0.830719)
H (1.053666, -5.113617, 1.242173)
H (0.912178, -3.381534, 2.054020)
H (-1.286580, -4.517120, 0.524997)
H (-0.184398, -3.941799, -0.959892)
H (-0.168358, -1.544082, 0.086402)
H (-1.950421, -2.008103, -1.717551)
H (-3.304452, -2.782962, -0.496067)
H (-3.863078, -0.096154, -0.281186)
H (-1.932036, 0.234466, -0.732999)
H (-2.329802, 0.358793, 1.836034)
Cl (0.132758, 1.291787, -1.501925)
C (0.896189, 2.587893, -2.455797)
C (0.576805, 2.474976, -3.938156)
Cl (1.349459, 1.054474, -4.686647)
H (1.974377, 2.555237, -2.272122)
H (0.513282, 3.535179, -2.065110)
H (0.953610, 3.354795, -4.467524)
H (-0.501104, 2.406749, -4.114487)
Cl (-5.481181, 1.971479, 1.437963)
C (-5.102942, 3.059671, 2.796404)
C (-3.704351, 3.646884, 2.690250)
Cl (-2.437982, 2.416105, 2.928055)
H (-5.235627, 2.500170, 3.727342)
H (-5.845070, 3.863002, 2.773818)
H (-3.559045, 4.403377, 3.466716)
H (-3.538426, 4.120400, 1.717683)
Cl (-0.846165, 2.866247, -6.759038)
C (0.382417, 3.278205, -7.981111)
C (0.948937, 4.674693, -7.778579)
Cl (-0.253530, 5.944641, -8.119701)
H (-0.071487, 3.166916, -8.970494)
H (1.181424, 2.536870, -7.888276)
H (1.785151, 4.839479, -8.464060)
H (1.312691, 4.818101, -6.756447)
Cl (1.764150, -2.776132, 8.234966)
C (0.432435, -3.068894, 7.088923)
C (0.027231, -1.806728, 6.344014)
Cl (-0.752600, -0.614669, 7.414489)
H (-0.407441, -3.495685, 7.645474)
H (0.786784, -3.821244, 6.378281)
H (-0.698644, -2.052643, 5.563677)
H (0.887523, -1.324568, 5.869614)

Cartesian forces, eV/Å:
-0.808 -1.015 1.186
-3.720 1.881 3.087
2.365 0.052 -2.550
-0.924 -2.433 1.123
1.575 0.214 -2.961
-0.749 -1.983 0.852
0.215 -0.210 0.765
-0.242 -0.327 -0.073
-0.248 0.123 -0.080
-0.488 -1.278 1.157
2.074 1.802 -0.934
-0.645 -1.306 0.388
2.815 -1.541 -0.468
0.163 0.442 3.788
-1.032 1.986 -7.335
-0.674 -0.552 -0.952
1.518 0.354 0.346
1.205 0.071 0.559
-2.208 1.095 0.183
0.493 0.859 -2.336
-1.313 2.220 0.467
0.831 -1.069 1.743
-0.157 2.392 -0.295
0.110 -1.185 -2.242
1.922 1.463 -0.662
-0.792 0.380 2.421
-2.015 -0.735 -0.040
-1.631 -0.145 2.141
2.075 1.593 -0.003
2.634 -0.645 -0.350
-2.019 -1.255 1.456
-0.589 -1.447 -0.393
0.130 -0.067 0.026
0.299 0.389 -0.303
-0.117 0.137 0.301
0.013 -0.011 0.074
-0.204 -0.138 -0.033
-0.029 -0.169 -0.110
-0.055 -0.127 0.191
0.319 -0.045 0.119
0.049 -0.017 0.007
0.052 0.187 0.223
-0.312 0.238 -0.083
0.092 0.173 0.120
0.123 0.049 -0.241
0.188 -0.069 -0.040
-0.054 -0.185 -0.060
-0.059 -0.211 0.172
-0.191 0.114 -0.292
0.282 0.044 -0.213
0.155 -0.205 -0.004
-0.005 -0.019 0.051
0.021 0.118 0.257
-0.078 0.148 0.071
-0.159 -0.098 0.066
-0.163 -0.052 -0.193
0.028 0.009 0.077
-0.242 -0.009 -0.265
0.057 -0.300 -0.264
0.029 0.039 0.063
0.180 0.198 -0.064
-0.043 0.198 0.046
0.106 -0.008 0.109
-0.152 -0.105 0.205

## Properties
E_tot, a.u.: -4643.78646
Kohn-Sham gap, eV: 9.64
F_max, eV/A: 7.7
Energy above the lowest of the compared OMol25 structures with the same formula, charge and spin, kcal per mole: 132.81



2.
# C17H34Cl8NO

5 unconnected molecules or ions with the total composition C17H34Cl8NO in a non-equilibrium geometry (ωB97M-V/def2-TZVPD, OMol25).

Geometry (Å):
C (-0.275347, 3.197545, 3.988462)
C (-1.229017, 2.242735, 3.195692)
C (-1.983027, 1.409965, 4.199372)
C (-3.007447, 0.368785, 3.632942)
C (-4.071357, 1.113015, 2.823522)
C (-3.401327, 2.070155, 1.728232)
N (-2.285847, 2.945685, 2.313442)
O (-1.775977, 3.917755, 1.435562)
C (-2.968627, 1.252235, 0.491902)
C (-4.587487, 2.904015, 1.337942)
C (-0.218467, 1.307485, 2.445712)
H (0.311793, 3.735875, 3.244452)
H (0.222573, 2.651515, 4.789732)
H (-0.857507, 3.988735, 4.460902)
H (-1.328227, 0.876045, 4.888042)
H (-2.589167, 2.166095, 4.698342)
H (-3.507067, -0.091605, 4.485312)
H (-2.382557, -0.402165, 3.182102)
H (-4.877037, 1.566045, 3.401222)
H (-4.669837, 0.377385, 2.286132)
H (-2.420417, 0.354165, 0.776582)
H (-3.827217, 0.982625, -0.123118)
H (-2.442447, 1.835115, -0.264058)
H (-4.257237, 3.436355, 0.445952)
H (-5.459757, 2.301715, 1.083982)
H (-4.958317, 3.552325, 2.131852)
H (0.623053, 1.055905, 3.091192)
H (0.176613, 1.949905, 1.658732)
H (-0.686777, 0.385985, 2.099842)
Cl (2.748163, 0.209785, 1.157152)
C (2.449453, -0.434825, -0.475248)
C (0.971403, -0.602805, -0.785618)
Cl (0.130723, -1.793505, 0.228512)
H (2.973873, -1.390295, -0.462288)
H (2.972193, 0.176195, -1.211118)
H (0.841363, -0.992855, -1.795098)
H (0.455733, 0.355865, -0.729678)
Cl (-0.960537, -1.388835, -4.055048)
C (-1.553017, 0.092785, -4.802308)
C (-2.941247, 0.455645, -4.341388)
Cl (-3.041057, 0.848895, -2.673838)
H (-1.593887, -0.009015, -5.886768)
H (-0.778927, 0.836955, -4.614988)
H (-3.651767, -0.345445, -4.545118)
H (-3.372767, 1.309905, -4.863058)
Cl (3.921043, -0.005485, -3.696978)
C (3.863963, -1.685405, -4.320888)
C (4.547843, -1.821155, -5.741048)
Cl (4.593293, -3.559175, -6.246248)
H (2.821863, -1.994575, -4.240028)
H (4.392093, -2.321985, -3.610998)
H (5.574533, -1.462335, -5.813628)
H (3.950443, -1.382755, -6.540428)
Cl (5.054703, -2.485655, 1.109802)
C (4.613423, -4.217525, 1.367352)
C (5.210103, -5.138015, 0.372662)
Cl (4.828333, -4.777775, -1.332338)
H (3.529433, -4.174405, 1.473282)
H (5.077933, -4.499245, 2.312312)
H (4.806783, -6.150235, 0.401842)
H (6.298003, -5.104125, 0.431262)

Cartesian forces, eV/Å:
-2.043 0.884 -0.996
1.200 -0.942 0.107
-1.959 -0.163 0.098
0.576 1.331 1.208
1.747 -0.983 -1.313
-1.272 -0.823 1.150
2.358 1.272 -2.423
-1.831 -3.402 3.059
0.044 0.235 0.077
0.074 1.129 -0.861
-0.953 1.159 -0.335
0.663 -0.326 0.344
0.363 0.006 -0.507
-0.226 0.035 0.214
0.220 0.382 0.033
-0.051 -0.138 0.868
0.128 -0.190 0.138
-0.648 -0.120 -0.757
0.698 0.682 0.539
0.214 -0.120 -0.576
0.085 0.059 -0.277
-0.444 -0.403 0.632
0.686 0.276 0.593
-0.574 0.627 0.051
0.291 -0.378 -0.208
0.461 0.347 -0.034
-0.209 0.010 0.153
0.129 -0.557 -0.456
0.245 0.182 -0.332
-0.018 0.367 0.124
0.064 -0.859 0.061
0.364 0.357 -0.552
0.019 -0.015 0.374
-0.220 -0.104 -0.168
-0.389 0.217 0.151
0.216 0.184 -0.088
-0.102 -0.136 0.177
-0.016 -0.467 0.002
0.084 0.602 -0.516
-0.469 -0.197 -1.203
-0.044 0.270 1.607
0.071 -0.403 -0.033
-0.370 0.219 0.227
0.288 -0.252 0.095
0.501 0.164 -0.338
0.178 -0.077 -0.365
0.918 -0.504 -0.596
-1.170 -0.243 0.449
0.051 0.121 0.379
0.026 0.051 -0.735
0.227 0.198 -0.026
-0.232 0.077 0.452
0.018 0.378 0.356
0.225 -0.382 -0.039
-0.095 0.892 0.802
0.020 -0.388 -1.359
-0.136 0.489 -0.431
0.138 -0.510 -0.276
-0.276 0.108 0.219
0.297 0.002 0.901
-0.136 -0.234 0.158

## Properties
Total charge: -1
E_tot, a.u.: -4479.53835
Kohn-Sham gap (alpha / beta), eV: 1.63 / 9.62
Spin multiplicity: 3
F_max, eV/A: 4.9



3.
# C17H34FN2O6PS

3 unconnected molecules or ions with the total composition C17H34FN2O6PS in a non-equilibrium geometry (ωB97M-V/def2-TZVPD, OMol25).

Geometry (Å):
C (-2.692017, -1.126876, 5.647744)
P (-3.207079, -0.709501, 3.856687)
O (-4.422671, -1.929529, 3.445226)
C (-1.802754, -0.987869, 2.592763)
C (-1.255766, 0.119724, 1.713905)
S (-1.878052, 1.905261, 1.760382)
O (-0.866935, 2.893705, 1.067981)
O (-3.241123, 2.029929, 1.035773)
F (-2.054882, 2.447923, 3.413110)
C (-0.077993, -0.480776, 0.696423)
O (0.668238, 0.211843, -0.181459)
O (-0.040192, -1.934932, 1.019377)
C (-0.956803, -2.318227, 2.143160)
O (-1.123155, -3.544848, 2.685991)
H (-1.551040, -1.008133, 5.881181)
H (-3.102782, -2.208737, 5.931265)
H (-3.257989, -0.344309, 6.349210)
H (-4.709096, -1.763536, 2.499209)
C (6.693048, 1.405507, -1.208141)
C (5.339440, 1.380248, -0.504754)
N (5.400053, 0.859367, 0.863589)
C (4.084246, 0.533724, 1.422219)
C (3.099570, 1.680289, 1.618824)
C (6.316039, 1.540253, 1.780144)
C (6.130535, 3.038853, 1.984864)
H (7.172917, 0.421754, -1.176610)
H (6.560486, 1.678653, -2.260891)
H (7.370404, 2.139869, -0.762978)
H (4.684090, 0.733403, -1.101757)
H (4.899456, 2.384440, -0.537592)
H (4.213296, 0.010829, 2.377586)
H (3.611276, -0.206163, 0.762981)
H (3.380048, 2.314664, 2.462568)
H (2.106321, 1.276866, 1.843313)
H (3.000005, 2.303698, 0.725944)
H (7.341498, 1.375427, 1.421838)
H (6.293271, 1.044775, 2.756943)
H (6.017984, 3.582943, 1.044345)
H (7.009185, 3.450853, 2.493351)
H (5.268713, 3.257690, 2.619210)
C (-2.821411, 0.855334, -2.104860)
C (-2.625935, -0.590580, -2.550691)
N (-3.835464, -1.409111, -2.430675)
C (-3.579463, -2.848037, -2.546502)
C (-3.042484, -3.362693, -3.876778)
C (-5.021612, -0.927151, -3.140235)
C (-4.904382, -0.695386, -4.641790)
H (-3.237213, 0.903847, -1.093033)
H (-1.857092, 1.375386, -2.094759)
H (-3.481881, 1.405065, -2.781502)
H (-1.844076, -1.016986, -1.909460)
H (-2.229350, -0.600041, -3.573283)
H (-4.492253, -3.401848, -2.295689)
H (-2.861873, -3.127391, -1.763717)
H (-3.813114, -3.365009, -4.650810)
H (-2.707562, -4.399119, -3.761284)
H (-2.185363, -2.784818, -4.233414)
H (-5.333567, 0.019694, -2.678407)
H (-5.862141, -1.604028, -2.951818)
H (-4.010544, -0.129160, -4.913304)
H (-5.769289, -0.121711, -4.992735)
H (-4.903718, -1.635309, -5.198178)

Cartesian forces, eV/Å:
-0.358 -0.799 1.215
-1.681 -0.149 -0.454
2.085 1.464 -0.538
3.659 1.942 -3.506
-0.884 -4.327 2.682
-1.041 5.780 -5.164
-3.253 -4.738 3.794
4.642 -1.496 3.827
0.537 -1.763 -3.166
2.150 3.317 -2.523
-5.437 -5.781 6.410
-1.182 1.725 1.109
-1.593 -4.120 2.221
1.775 8.848 -4.385
-2.165 -0.410 -0.698
1.150 2.269 -0.619
1.141 -1.652 -1.808
0.410 -0.089 1.556
0.076 0.047 0.034
0.164 -0.123 0.144
-0.223 -0.262 0.210
0.078 -0.210 -0.250
-0.216 0.176 0.215
0.349 -0.128 -0.365
-0.015 0.310 0.286
-0.076 0.126 0.075
-0.017 -0.005 0.171
-0.017 -0.091 -0.040
-0.069 0.016 0.337
-0.033 0.104 -0.102
0.222 0.116 -0.072
0.160 0.110 -0.086
-0.012 0.021 -0.130
0.093 0.070 -0.051
-0.003 -0.077 0.103
-0.187 -0.010 -0.081
-0.238 -0.098 -0.166
-0.018 -0.070 0.025
-0.070 -0.049 -0.063
0.036 0.052 -0.158
-0.051 -0.007 -0.016
-0.276 0.110 0.041
-0.051 -0.396 0.231
0.101 0.138 0.247
0.031 -0.274 -0.261
0.042 0.453 0.283
-0.179 -0.063 -0.371
-0.013 -0.031 -0.222
-0.115 -0.084 -0.031
0.035 -0.025 0.101
-0.175 -0.252 -0.113
0.130 0.030 -0.058
-0.030 0.242 -0.055
-0.004 0.193 -0.033
0.128 0.062 0.025
-0.023 0.096 0.005
-0.111 -0.016 0.040
0.180 -0.115 -0.007
0.260 -0.141 0.087
-0.020 -0.045 0.058
0.091 -0.043 0.055
0.109 0.126 0.003

## Properties
E_tot, a.u.: -2068.19911
Kohn-Sham gap, eV: 4.77
F_max, eV/A: 10.2



4.
# C17H34FN7O5PdSi3

A molecular structure, C17H34FN7O5PdSi3 (ωB97M-V/def2-TZVPD, OMol25).

Geometry (Å):
Pd (-1.229934, 0.781200, 0.352521)
C (-0.167082, 2.381489, -3.456536)
O (-0.421475, 2.676019, -2.112271)
Si (0.641854, 2.933782, -0.852983)
C (2.283452, 3.417711, -1.668902)
C (0.000250, 4.563435, -0.148346)
C (0.796413, 1.582749, 0.346838)
Si (1.733223, 0.105467, -0.191106)
C (1.542587, -0.280936, -2.025914)
C (3.603920, 0.275279, 0.120826)
C (1.269940, -1.530355, 0.624155)
Si (0.745343, 2.013290, 2.123053)
C (0.729611, 0.563909, 3.342044)
C (2.318575, 2.939686, 2.693275)
C (-0.649086, 3.168956, 2.739162)
H (0.895092, 2.206932, -3.657699)
H (-0.494458, 3.213704, -4.093240)
H (-0.718217, 1.484068, -3.747441)
H (2.119573, 4.183669, -2.435235)
H (2.795045, 2.568439, -2.131585)
H (2.959799, 3.827052, -0.911904)
H (0.099794, 5.351853, -0.900940)
H (0.540445, 4.878762, 0.749274)
H (-1.056973, 4.459234, 0.104249)
H (1.931509, 0.488636, -2.696250)
H (0.479795, -0.434903, -2.244707)
H (2.084569, -1.208921, -2.245338)
H (4.023259, 1.131979, -0.417101)
H (4.147327, -0.625197, -0.187023)
H (3.791098, 0.435558, 1.188017)
H (0.229494, -1.754738, 0.370047)
H (1.376115, -1.536570, 1.708594)
H (1.915967, -2.321362, 0.226448)
H (1.649251, -0.023201, 3.263785)
H (-0.123565, -0.094136, 3.170319)
H (0.678105, 0.950731, 4.367102)
H (3.206558, 2.332958, 2.489175)
H (2.298997, 3.170128, 3.765557)
H (2.434926, 3.883329, 2.147619)
H (-1.527014, 3.090859, 2.096396)
H (-0.341271, 4.217780, 2.791908)
H (-0.912609, 2.852818, 3.757309)
N (-3.935205, 1.910799, 3.562850)
N (-3.750305, 1.177306, 2.397089)
N (-3.276863, -0.041142, 2.412424)
C (-3.107283, -0.273722, 1.102750)
N (-3.523069, 0.798717, 0.341623)
N (-3.892241, 1.723542, 1.208985)
H (-4.503129, 2.703224, 3.282527)
H (-3.018637, 2.275949, 3.819467)
H (-2.805870, -1.212375, 0.658382)
F (2.224237, -4.562166, -2.038610)
C (1.017228, -5.032596, -1.667099)
C (-0.092578, -4.315414, -1.899472)
N (-1.342821, -4.761907, -1.564709)
C (-2.552125, -4.068327, -2.035385)
C (-2.316957, -2.574703, -2.410225)
O (-2.704783, -2.272165, -3.551527)
O (-1.849497, -1.861921, -1.495788)
C (-1.507004, -5.972073, -0.933404)
O (-2.586921, -6.430501, -0.605855)
N (-0.328720, -6.643448, -0.650114)
C (0.976656, -6.307658, -1.002234)
O (1.912232, -7.027826, -0.700837)
H (-0.033258, -3.330297, -2.345299)
H (-3.294386, -4.109145, -1.240420)
H (-2.941054, -4.599482, -2.903303)
H (-0.447853, -7.513811, -0.154967)

Cartesian forces, eV/Å:
-0.325 0.265 -0.063
0.007 -0.004 0.104
-0.016 0.041 -0.272
-0.086 -0.059 0.168
0.113 -0.049 -0.103
0.011 -0.017 0.146
-0.017 0.063 0.200
-0.062 -0.030 0.071
-0.033 -0.035 -0.064
0.093 0.037 0.004
0.010 -0.036 0.003
0.008 -0.064 -0.028
0.062 -0.057 0.010
0.072 0.125 -0.034
0.011 0.027 0.021
0.001 0.011 -0.014
-0.024 -0.008 -0.013
0.001 -0.019 -0.006
0.055 -0.006 -0.002
-0.011 0.053 0.000
-0.030 -0.003 0.013
-0.014 -0.038 -0.031
-0.020 0.007 -0.037
0.010 0.034 0.019
-0.013 0.019 0.026
0.054 -0.015 -0.016
-0.044 0.010 -0.010
-0.016 -0.017 0.023
-0.013 0.023 0.003
0.021 -0.024 -0.024
0.006 -0.072 0.013
-0.053 0.039 0.021
-0.023 -0.045 -0.054
-0.034 -0.027 0.003
0.011 -0.028 0.000
-0.010 0.026 -0.032
-0.013 0.027 0.017
-0.007 -0.007 -0.024
0.015 -0.019 0.014
-0.012 0.018 0.015
-0.015 -0.023 -0.020
0.004 0.005 -0.002
-0.033 -0.032 0.123
-0.066 0.044 -0.178
0.034 -0.074 0.101
0.212 0.412 -0.500
0.229 -0.359 0.272
0.053 -0.011 0.094
0.004 0.001 -0.024
0.009 0.009 -0.039
-0.105 -0.062 0.051
-0.034 -0.030 0.076
0.127 0.122 -0.190
-0.034 0.096 -0.011
0.079 -0.182 0.026
-0.085 0.042 -0.092
-0.377 0.248 0.206
0.151 -0.006 -0.081
0.211 -0.309 -0.126
-0.049 0.290 0.227
0.030 -0.110 -0.120
0.035 -0.102 -0.127
-0.096 0.006 0.397
-0.001 -0.028 -0.154
-0.079 0.000 -0.005
0.068 -0.037 0.045
0.027 -0.053 -0.004
0.018 -0.002 -0.013

## Properties
Total charge: -2
E_tot, a.u.: -2524.05824
Kohn-Sham gap, eV: 5.60
F_max, eV/A: 0.7



Question: Among the records above, which one has the highest F_max?
Answer: C17H34FN2O6PS



Question: What is the E_tot in the first record?
Answer: -4643.78646 a.u.